The molecule C7H12S2Se, computed with wB97M-V/def2-TZVPD.

Calculated values
- total charge = 0
- highest occupied orbital energy (eV) = -8.128
- DFT total energy (eV) = -94465.8253

CARTESIAN COORDINATES (ANGSTROEM)
C1 -1.775 0.912 -0.107
C2 -1.383 0.393 -1.257
C3 -1.033 0.715 1.338
C4 0.590 -0.737 -1.303
C5 0.364 0.377 1.082
C6 0.487 -1.588 -2.599
C7 1.280 0.531 2.301
S1 -0.915 -2.727 -2.523
S2 1.184 2.236 3.027
Se1 0.704 -1.488 0.487
H1 -2.610 1.580 -0.068
H2 -1.770 0.382 -2.262
H3 -1.194 1.698 1.708
H4 -1.587 -0.006 1.984
H5 1.303 0.050 -1.497
H6 0.793 0.872 0.227
H7 1.486 -2.087 -2.949
H8 0.041 -0.980 -3.426
H9 2.307 0.287 2.098
H10 0.700 -0.133 3.029
H11 -0.761 -3.122 -1.238
H12 1.791 2.836 1.947

Cartesian forces (eV/Å) of the 6 atoms listed first:
C 1.271 -1.340 0.917
C 3.177 -1.492 0.838
C -2.672 -0.219 -3.032
C -3.121 0.541 -1.613
C 2.460 -0.677 0.834
C 0.062 -0.113 0.057